[1]
A structure of composition C5H12BiFO2. Source: OMol25; level of theory: ωB97M-V/def2-TZVPD.

Values from the calculation:
Total charge: +2
Relative energy (zero: lowest compared OMol25 entry of this formula, charge and spin) in eV: 3.607
Gap between HOMO and LUMO (spin up / spin down) in eV: 6.68 / 6.62
Maximum force in eV Å⁻¹: 6.515
2S+1: 1

Positions of all 21 atoms, in Å:
F (1.663378, -0.038307, 0.270920)
C (-1.487051, -0.237717, 1.596429)
O (-0.885254, -0.847816, 0.435329)
C (0.175562, -1.813533, 0.666890)
C (1.379767, -1.359749, -0.105102)
H (-1.858166, 0.947363, 1.071476)
H (-1.577260, -0.934427, 2.440434)
H (-0.686430, 0.380508, 2.016606)
H (-0.178147, -2.791875, 0.318902)
H (0.397213, -1.867632, 1.738672)
H (1.217866, -1.376510, -1.189566)
H (2.244275, -1.979851, 0.160478)
C (-3.904962, -0.016482, -0.907577)
O (-2.858133, -0.980574, -0.922381)
C (-2.461784, -1.529645, 0.246133)
H (-4.738182, -0.424188, -1.490513)
H (-4.248466, 0.188534, 0.116399)
H (-3.554197, 0.921907, -1.358104)
H (-2.161472, -2.572471, 0.096965)
H (-3.267834, -1.581651, 0.994608)
Bi (0.329032, 1.719241, 0.528578)

Forces on atoms 1 to 6 (eV/Å):
F 0.764 0.171 0.253
C 2.664 5.144 0.722
O -1.617 -0.852 0.580
C 0.326 -0.481 0.467
C -0.206 -1.747 -0.792
H -1.098 -3.825 1.533


[2]
A structure of composition C5H12BrHgINO7P3S. Source: OMol25; level of theory: ωB97M-V/def2-TZVPD.

Values from the calculation:
Total charge: +2
Gap between HOMO and LUMO in eV: 4.74
Maximum force in eV Å⁻¹: 2.678
2S+1: 1

Positions of all 32 atoms, in Å:
C (2.592987, -1.059901, 1.781590)
P (0.860028, -1.517034, 1.993868)
O (0.872913, -3.032765, 2.570928)
C (0.120696, -1.674122, 0.245937)
O (1.031776, -1.624004, -0.866399)
S (1.440745, -0.280141, -1.589648)
O (2.463006, 0.445184, -0.900671)
O (1.692895, -0.634413, -2.943890)
C (-0.021867, 0.808970, -1.608875)
P (0.233340, 2.337792, -0.671624)
N (-1.114426, 3.194675, -0.522893)
O (1.251788, 3.162399, -1.521805)
O (0.945343, 2.062174, 0.715989)
C (-1.278165, -0.019723, -1.211792)
I (-1.664456, -1.389212, -2.807826)
C (-1.031552, -0.653539, 0.174154)
P (-2.500247, -1.411881, 1.039041)
O (-3.274980, -2.212745, -0.081358)
Br (-3.702960, 0.663678, 1.354902)
H (3.030145, -1.189719, 2.773064)
H (3.144030, -1.661975, 1.062043)
H (2.648984, 0.001673, 1.553233)
H (1.305599, -3.675812, 1.991668)
H (-0.300996, -2.683618, 0.243516)
H (-0.164706, 1.103042, -2.650581)
H (-1.003595, 4.083477, -1.003875)
H (2.090747, 3.329976, -1.060814)
H (0.309669, 1.991579, 1.441962)
H (-2.125401, 0.653413, -1.106115)
H (-0.777152, 0.159867, 0.867892)
H (-4.242659, -2.134342, -0.062589)
Hg (-2.831531, 2.857047, 0.800965)

Forces on atoms 1 to 6 (eV/Å):
C -0.059 -0.132 0.047
P -0.435 0.428 0.786
O -0.103 -0.096 -0.660
C 0.262 -0.181 0.799
O -0.560 0.482 0.045
S 1.654 0.599 -2.020


[3]
A cluster of 3 separate species, C5H12BrO4S in total. Source: OMol25; level of theory: ωB97M-V/def2-TZVPD.

Values from the calculation:
Total charge: -1
Gap between HOMO and LUMO in eV: 5.96
Maximum force in eV Å⁻¹: 1.640
2S+1: 1

Positions of all 23 atoms, in Å:
Br (-0.379760, -1.688117, -3.605269)
C (-0.812817, 3.557141, -2.170807)
S (-1.702944, 1.984397, -2.506287)
O (-1.047799, 1.333073, -3.675892)
C (-1.206817, 1.118364, -0.953745)
H (-1.273806, 4.325662, -2.787174)
H (0.208698, 3.401025, -2.516047)
H (-0.901244, 3.740661, -1.103097)
H (-0.241433, 0.646722, -1.115299)
H (-1.925057, 0.317746, -0.790333)
H (-1.207342, 1.776000, -0.086583)
C (-0.351274, -2.515056, -0.132720)
O (0.371129, -2.649763, 1.120245)
C (0.859383, -1.619937, 1.770999)
O (0.675765, -0.471646, 1.466985)
O (1.572504, -2.078543, 2.796543)
C (2.165330, -1.123236, 3.648591)
H (-1.349018, -2.195194, 0.179527)
H (-0.499436, -3.524268, -0.498404)
H (0.158548, -1.801290, -0.766386)
H (2.705832, -0.324224, 3.140361)
H (2.829027, -1.568387, 4.384569)
H (1.352530, -0.641128, 4.200223)

Forces on atoms 1 to 6 (eV/Å):
Br 0.070 -0.493 0.204
C -0.171 -0.760 -0.308
S 0.148 -0.235 -0.072
O -0.343 0.953 0.708
C -0.045 -0.171 -0.566
H -0.065 0.078 0.148


[4]
A structure of composition C5H12Cl7HgO2. Source: OMol25; level of theory: ωB97M-V/def2-TZVPD.

Values from the calculation:
Total charge: -1
Relative energy (zero: lowest compared OMol25 entry of this formula, charge and spin) in eV: 6.097
Gap between HOMO and LUMO in eV: 3.27
Maximum force in eV Å⁻¹: 2.423
2S+1: 1

Positions of all 27 atoms, in Å:
Hg (13.236010, 3.121460, 17.136550)
C (13.188400, 6.375620, 14.355620)
O (13.202290, 6.242990, 15.779420)
H (14.066760, 5.904640, 13.914280)
H (12.353360, 5.827670, 13.919100)
H (13.095170, 7.414260, 14.038390)
C (11.882810, 3.960680, 21.510870)
O (12.010160, 4.484680, 20.208620)
H (12.786770, 4.117750, 22.099340)
H (11.002390, 4.340770, 22.029040)
H (11.692290, 2.888900, 21.455210)
Cl (16.696960, 3.332610, 18.264850)
C (16.624290, 0.769160, 13.334300)
Cl (16.722130, 0.680970, 11.598490)
Cl (15.018000, 1.311020, 13.803610)
H (16.855050, -0.152720, 13.868140)
H (17.391050, 1.493560, 13.608930)
C (13.112870, -1.358940, 20.248750)
Cl (12.945710, -0.474870, 18.735590)
Cl (14.642090, -0.990930, 21.163040)
H (12.305800, -0.990140, 20.881770)
H (13.063180, -2.429370, 20.049220)
C (7.947010, 4.128310, 16.783880)
Cl (9.336990, 3.036580, 16.364630)
Cl (8.490340, 5.752520, 16.870840)
H (7.204050, 3.986680, 15.998990)
H (7.528760, 3.835890, 17.747030)

Forces on atoms 1 to 6 (eV/Å):
Hg 0.624 1.238 0.597
C 0.106 -1.397 1.977
O -0.157 -0.200 -1.544
H 0.472 0.322 -0.145
H -0.568 0.075 -0.069
H 0.077 0.369 0.115


[5]
A structure of composition C5H12ClFGaO4P2. Source: OMol25; level of theory: ωB97M-V/def2-TZVPD.

Values from the calculation:
Total charge: -1
Gap between HOMO and LUMO in eV: 7.87
Maximum force in eV Å⁻¹: 5.170
2S+1: 1

Positions of all 26 atoms, in Å:
C (2.348047, 2.189645, 0.400034)
C (1.645479, 1.181562, -0.640786)
C (1.596543, -0.319372, -0.019334)
F (2.154682, -0.368673, 1.336360)
Ga (-0.288704, -1.154011, 0.032649)
C (-0.165118, -3.069595, -0.731555)
C (0.098367, -4.056475, 0.510143)
O (1.248361, -4.316693, 0.932906)
Cl (-1.378278, -4.851891, 1.316991)
P (-1.903576, 0.129407, -1.079873)
P (-2.422594, 1.786894, 0.277626)
O (-1.322427, 1.808197, 1.363633)
O (-2.355972, 3.263039, -0.595154)
O (-3.968846, 1.588502, 0.968844)
H (3.405461, 1.836324, 0.635098)
H (1.785841, 2.252572, 1.392142)
H (2.393733, 3.219022, -0.090765)
H (2.310485, 1.157415, -1.587803)
H (0.625816, 1.561031, -0.980688)
H (2.258681, -0.966460, -0.712111)
H (-0.728954, -1.263927, 1.561864)
H (0.636761, -3.180814, -1.545880)
H (-1.183828, -3.371615, -1.148386)
H (-1.396032, 0.723233, -2.299350)
H (-1.480534, 3.235233, -1.043038)
H (-3.913392, 0.987451, 1.746434)

Forces on atoms 1 to 6 (eV/Å):
C -0.284 -0.079 -0.374
C 1.292 -0.176 0.604
C 0.257 0.454 -1.295
F -0.361 0.202 -1.691
Ga 1.142 0.106 1.258
C -1.034 -2.213 0.527


[6]
A structure of composition C5H12ClIrO2Pm. Source: OMol25; level of theory: ωB97M-V/def2-TZVPD.

Values from the calculation:
Total charge: -1
Relative energy (zero: lowest compared OMol25 entry of this formula, charge and spin) in eV: 2.320
Gap between HOMO and LUMO (spin up / spin down) in eV: 6.32 / 4.15
Maximum force in eV Å⁻¹: 3.609
⟨S²⟩: 20.0182
2S+1: 9

Positions of all 22 atoms, in Å:
Ir (0.694579, -0.965382, 1.264077)
Cl (4.401895, 0.287840, -2.803972)
C (1.767293, 0.692655, 0.733819)
H (2.346031, 0.754109, 1.670375)
H (1.291318, 1.687942, 0.585782)
H (2.470747, 0.483844, -0.098397)
Pm (-0.338814, 0.443404, -0.864758)
C (-2.083943, -0.824167, -1.940496)
C (-0.459481, 2.772106, -1.438168)
C (-0.743140, 0.369372, 1.507279)
H (-0.292877, 3.430272, -0.572664)
H (0.322650, 2.955420, -2.197021)
H (-1.456821, 2.960172, -1.871942)
H (-2.605888, -1.331135, -1.113922)
H (-2.773298, -0.127987, -2.444382)
H (-1.721461, -1.577526, -2.653914)
H (-0.628932, 1.475674, 1.621598)
H (-1.804282, 0.069306, 1.650857)
O (0.405983, -4.624284, 2.458760)
C (0.376984, -3.423630, 2.270960)
O (1.093093, -2.775831, 1.351937)
H (-0.261637, -2.732175, 2.884192)

Forces on atoms 1 to 6 (eV/Å):
Ir 0.268 1.862 1.719
Cl -0.372 0.013 0.215
C 1.755 0.968 -1.125
H 0.105 0.077 -0.065
H 0.326 -0.421 0.102
H 0.154 0.425 0.320